{
  "formula": "C15H16ClNOP2S3Sn",
  "method": "ωB97M-V/def2-TZVPD",
  "species": ["C", "C", "S", "C", "C", "C", "C", "C", "C", "C", "N", "P", "O", "Cl", "C", "C", "C", "C", "P", "S", "C", "C", "S", "H", "H", "H", "H", "H", "H", "H", "H", "H", "H", "H", "H", "H", "H", "H", "H", "Sn"],
  "positions_angstrom": [[0.20339, -3.42829, -1.61463], [-0.64318, -3.42685, -0.34211], [-2.21737, -2.53548, -0.45035], [-2.03606, -1.36367, -1.82696], [-2.31654, 0.02659, -1.33675], [-3.63069, 0.45919, -1.18174], [-3.92734, 1.73750, -0.73409], [-2.92024, 2.62416, -0.38720], [-1.61205, 2.19964, -0.52134], [-1.30668, 0.92484, -0.99266], [0.06787, 0.48594, -1.12425], [0.79147, 1.22030, -2.58139], [0.13078, 0.30687, -3.73249], [2.72692, 0.46198, -2.45568], [0.80940, 0.73575, 0.04500], [1.59088, -0.29378, 0.57361], [2.32539, -0.06714, 1.72058], [2.29867, 1.19231, 2.32033], [3.24245, 1.45917, 3.77138], [3.09609, -0.24235, 4.94362], [1.52482, 2.23885, 1.80902], [0.77927, 1.99579, 0.66932], [-0.24493, 3.23858, -0.05337], [1.03725, -4.10460, -1.43346], [-0.34543, -3.81874, -2.46502], [0.62338, -2.45055, -1.83838], [-0.02453, -3.03505, 0.46539], [-0.82051, -4.46701, -0.08884], [-2.75505, -1.60128, -2.60522], [-1.05459, -1.39139, -2.27594], [-4.41490, -0.23549, -1.44039], [-4.96888, 1.99920, -0.63552], [-3.14642, 3.60898, -0.01378], [0.66499, -0.46966, -3.95592], [1.57848, -1.24771, 0.07318], [2.90690, -0.88907, 2.11564], [4.61337, 1.64299, 3.54553], [2.72168, 2.52421, 4.52126], [1.48056, 3.20788, 2.28423], [3.17139, 0.77740, 7.22940]],
  "forces_ev_per_angstrom": [[0.1, -0.3, 0.4], [0.8, 0.2, -0.5], [-0.2, -0.3, 0.2], [0.0, 0.4, 0.0], [-0.1, 0.3, 0.1], [0.3, 0.1, -0.2], [-0.2, -0.3, 0.0], [-0.1, -0.1, 0.0], [0.6, -0.2, 0.0], [-0.2, -0.3, -0.4], [0.5, 0.2, 0.3], [-0.3, 0.7, -0.5], [0.5, -0.2, 0.2], [-0.3, -0.2, 0.1], [0.2, -0.4, 0.2], [-0.1, 0.5, 0.2], [0.1, -0.5, -0.3], [0.1, 0.2, 0.3], [-0.3, -0.3, -0.6], [0.1, 0.2, 1.3], [-0.1, -0.1, -0.1], [-0.5, 0.1, -0.2], [0.0, 0.2, 0.2], [0.2, 0.0, -0.1], [-0.1, 0.1, -0.2], [0.0, 0.1, -0.1], [-0.1, 0.2, 0.2], [-0.5, 0.0, 0.1], [-0.1, -0.2, 0.0], [0.1, -0.2, 0.1], [-0.2, 0.0, 0.0], [-0.1, 0.3, 0.0], [0.0, 0.1, 0.1], [-0.2, -0.2, -0.1], [0.1, -0.1, 0.0], [0.1, 0.0, 0.1], [0.0, 0.3, 0.2], [0.3, 0.2, -0.2], [0.0, 0.1, 0.0], [0.0, -0.5, -0.7]],
  "relative_energy_kj_mol": 0.0,
  "e_lumo_ha": -0.3844,
  "charge": 2,
  "total_energy_ha": -3262.35799
}